1.
{"formula": "C3H4N4O", "method": "ωB97M-V/def2-TZVPD", "smiles": "N/N=c1\\cconn1", "relative_energy_ev": 5.8486, "homo_ev": -8.01, "e_lumo_ev": 0.3, "total_energy_ev": -11178.1205, "symbols": ["C", "C", "C", "H", "H", "H", "H", "N", "N", "N", "N", "O"], "coordinates": [[0.1930, -0.4862, -0.2953], [-0.4542, 0.9318, -0.3545], [-1.7743, 0.7446, -0.0560], [2.1731, 0.6628, 0.8366], [3.3152, -0.6643, 0.1883], [0.0982, 1.6814, -0.8408], [-2.4351, 1.6574, 0.0700], [2.4157, -0.1833, 0.3303], [1.4425, -0.9137, -0.0626], [-1.8883, -1.5296, -0.0644], [-0.7242, -1.5177, -0.3210], [-2.3616, -0.3831, 0.5695]], "lowdin_charge": [-0.30, 0.01, -0.13, 0.11, 0.12, 0.08, 0.13, 0.02, -0.03, 0.03, 0.04, -0.09]}

---

2.
{"formula": "C5H9N", "method": "ωB97M-V/def2-TZVPD", "smiles": "C=NCC(=C)C", "relative_energy_ev": 1.3562, "homo_ev": -9.31, "e_lumo_ev": 1.1, "total_energy_ev": -6819.6387, "symbols": ["C", "C", "C", "N", "C", "C", "H", "H", "H", "H", "H", "H", "H", "H", "H"], "coordinates": [[1.7701, 0.0902, -0.9131], [0.3231, -0.2380, -0.6519], [-1.6091, 0.2443, 1.9186], [-1.6640, 0.3932, 0.6651], [-0.4499, 0.8716, 0.0293], [-0.2231, -1.4118, -0.9589], [2.1831, -0.5096, -1.7290], [2.3707, -0.1040, -0.0143], [1.9048, 1.1504, -1.1606], [-2.4768, -0.1451, 2.4537], [-0.7144, 0.4777, 2.5158], [0.2170, 1.3830, 0.7475], [-0.7301, 1.6178, -0.7279], [0.3584, -2.1874, -1.4524], [-1.2598, -1.6324, -0.7218]], "lowdin_charge": [-0.08, -0.37, -0.05, -0.03, -0.24, 0.04, 0.08, 0.08, 0.08, 0.07, 0.08, 0.11, 0.12, 0.06, 0.06]}

---

3.
{"formula": "C16H25BCl16INOS2", "method": "ωB97M-V/def2-TZVPD", "smiles": "CCCCN(CCCCB(O)I)C(=S)SCCC.ClC(Cl)(Cl)Cl.ClC(Cl)(Cl)Cl.ClC(Cl)(Cl)Cl.ClC(Cl)(Cl)Cl", "homo_ev": -8.50, "e_lumo_ev": -0.4, "total_energy_ev": -251335.4035, "symbols": ["C", "C", "C", "C", "N", "C", "C", "C", "C", "B", "O", "I", "C", "S", "S", "C", "C", "C", "H", "H", "H", "H", "H", "H", "H", "H", "H", "H", "H", "H", "H", "H", "H", "H", "H", "H", "H", "H", "H", "H", "H", "H", "H", "C", "Cl", "Cl", "Cl", "Cl", "C", "Cl", "Cl", "Cl", "Cl", "C", "Cl", "Cl", "Cl", "Cl", "C", "Cl", "Cl", "Cl", "Cl"], "coordinates": [[5.7871, 0.2134, 2.3114], [5.2127, 0.2331, 0.7640], [3.7535, 1.0274, 0.7230], [3.1581, 1.1451, -0.8356], [1.8062, 0.4676, -0.8059], [1.6562, -0.6045, -1.8610], [0.4438, -1.6552, -1.3945], [0.7681, -2.1781, 0.1284], [-0.3443, -3.2192, 0.7479], [0.3490, -3.8981, 2.1075], [0.8447, -2.9399, 3.1570], [0.5177, -6.0967, 2.2901], [0.6705, 1.4662, -0.8079], [-0.4826, 1.6622, -2.0679], [0.5820, 2.6069, 0.7228], [-1.1588, 2.6600, 1.4116], [-1.3967, 1.6476, 2.7161], [-1.5148, 0.0904, 2.1675], [5.6964, -0.8977, 2.7126], [5.1015, 0.9378, 2.9550], [6.8849, 0.6264, 2.3212], [4.9863, -0.8754, 0.4268], [5.9255, 0.8030, 0.0203], [3.8482, 2.1135, 1.2091], [2.9276, 0.4729, 1.3813], [3.0670, 2.3205, -1.0240], [3.9100, 0.6997, -1.6271], [1.5304, -0.2146, -2.9569], [2.6689, -1.2361, -1.8399], [0.4054, -2.5137, -2.1978], [-0.6208, -1.1497, -1.3987], [1.8328, -2.7167, 0.1435], [0.8689, -1.2948, 0.9227], [-1.2943, -2.6007, 1.0938], [-0.6234, -4.0049, -0.0741], [0.0636, -2.6456, 3.7288], [-1.9174, 2.4526, 0.5413], [-1.3356, 3.7806, 1.7832], [-2.3779, 2.0235, 3.2363], [-0.5230, 1.6846, 3.4948], [-2.5421, -0.3314, 2.5420], [-1.4431, 0.1398, 0.9908], [-0.6162, -0.5920, 2.5350], [-3.0421, -1.6111, 5.6839], [-1.4976, -1.8707, 4.8345], [-4.3719, -1.5697, 4.4989], [-3.3161, -2.9407, 6.8378], [-2.9829, -0.0633, 6.5644], [1.7281, -3.7284, -5.0772], [3.0963, -2.6652, -4.6626], [0.2859, -2.7372, -5.4119], [2.1377, -4.6876, -6.5217], [1.3923, -4.8236, -3.7125], [-4.8719, 1.8754, -1.8564], [-3.9554, 0.8490, -2.9883], [-6.5292, 2.1027, -2.4697], [-4.9325, 1.0899, -0.2583], [-4.0705, 3.4599, -1.7094], [-5.2292, 5.5422, -5.2292], [-4.0630, 6.8457, -4.8900], [-4.4322, 3.9626, -5.0191], [-6.6045, 5.6678, -4.1035], [-5.8173, 5.6925, -6.9044]], "lowdin_charge": [-0.15, -0.26, -0.21, -0.19, -0.24, -0.24, -0.17, -0.22, -0.20, -0.84, -0.10, 0.75, -0.91, 0.58, 0.77, -0.49, -0.27, -0.16, 0.08, 0.08, 0.07, 0.11, 0.11, 0.11, 0.11, 0.13, 0.13, 0.10, 0.12, 0.07, 0.09, 0.13, 0.10, 0.11, 0.10, -0.04, 0.05, 0.10, 0.11, 0.11, 0.04, 0.07, 0.05, -1.97, 0.62, 0.53, 0.53, 0.53, -2.01, 0.52, 0.51, 0.52, 0.52, -2.00, 0.49, 0.51, 0.51, 0.49, -2.00, 0.51, 0.49, 0.50, 0.51]}

---

4.
{"formula": "C6H28NO8", "method": "ωB97M-V/def2-TZVPD", "relative_energy_ev": 1.3470, "homo_ev": -5.72, "e_lumo_ev": 3.0, "total_energy_ev": -24548.4416, "total_charge": -1, "symbols": ["C", "N", "C", "O", "C", "C", "C", "C", "H", "H", "H", "H", "H", "H", "H", "H", "H", "H", "H", "H", "H", "H", "H", "H", "O", "H", "H", "O", "H", "H", "O", "H", "H", "O", "H", "H", "O", "H", "H", "O", "H", "H", "O"], "coordinates": [[-0.0392, -0.0379, -0.2800], [-1.1082, -0.5966, -1.0976], [-2.2928, -0.8865, -0.1754], [-2.6020, 0.1862, 0.5956], [1.2904, 0.1227, -1.0246], [2.4817, 0.3114, -0.0554], [3.6708, 1.1067, -0.5731], [2.8173, -1.0316, 0.6051], [0.1239, -0.5674, 0.6592], [-0.2540, 0.9834, 0.0698], [-1.4149, 0.0222, -1.8333], [-3.0762, -1.1612, -0.9145], [-1.9894, -1.7973, 0.3460], [1.4691, -0.8078, -1.5766], [1.2997, 0.8938, -1.8024], [2.0317, 1.0291, 0.6492], [4.5471, 1.1432, 0.0709], [4.1289, 0.7517, -1.5021], [3.3120, 2.1101, -0.8117], [3.3105, -0.7965, 1.5464], [3.5371, -1.6442, 0.0542], [1.9497, -1.6830, 0.6348], [-0.4829, -1.6397, -2.6410], [0.6221, -2.5798, -3.1020], [0.1238, -1.8126, -3.3929], [1.3492, -1.2320, 2.8939], [0.0045, -1.2925, 3.5113], [0.9151, -1.6238, 3.6517], [-1.2173, 3.1793, -1.8534], [-2.0209, 3.8243, -0.6834], [-1.2159, 3.8856, -1.2042], [-1.2590, 2.9951, 0.9898], [-2.3766, 1.7924, 0.9528], [-2.1419, 2.7118, 1.2217], [-1.9528, -0.3936, 1.8286], [-2.0681, -0.2251, 3.3121], [-1.6400, -0.8326, 2.7042], [-2.8941, 1.2951, -1.0254], [-3.3085, 1.1940, -2.4825], [-3.1305, 1.8235, -1.7775], [0.0844, -2.7993, 1.8846], [-0.3651, -2.6011, 0.5001], [-0.2187, -3.3195, 1.1269]], "lowdin_charge": [-0.23, -0.06, -0.38, -0.30, -0.17, -0.42, -0.09, -0.07, 0.09, 0.11, 0.08, 0.11, 0.09, 0.09, 0.12, 0.13, 0.07, 0.07, 0.08, 0.08, 0.08, 0.05, -0.01, 0.02, -0.10, -0.01, 0.00, -0.08, 0.01, 0.01, -0.08, 0.01, -0.01, -0.10, -0.01, 0.04, -0.12, -0.02, 0.04, -0.04, 0.00, -0.01, -0.06]}

---

5.
{"formula": "C7H10O4", "method": "ωB97M-V/def2-TZVPD", "smiles": "CCOC(=O)[C@@H]1C[C@H]1C(=O)O", "relative_energy_ev": 2.5994, "homo_ev": -10.39, "e_lumo_ev": 0.6, "total_energy_ev": -15609.2325, "symbols": ["C", "C", "C", "C", "C", "C", "C", "H", "H", "H", "H", "H", "H", "H", "H", "H", "H", "O", "O", "O", "O"], "coordinates": [[0.7707, -0.3250, -3.5572], [-0.1587, 0.7016, -2.7906], [0.2349, 0.1046, -0.5328], [-0.3554, 0.2685, 0.8790], [0.6411, 0.7131, 1.8245], [-0.0861, -0.5933, 2.1714], [-1.1949, -0.5029, 3.2552], [0.1697, -1.1591, -3.9391], [1.5246, -0.7406, -2.8028], [1.1956, 0.0802, -4.4954], [-1.0803, 0.7653, -3.4440], [-0.1007, 1.8020, -2.6892], [-1.3597, 0.6952, 0.8653], [1.5993, 0.4453, 1.4657], [0.5855, 1.7511, 2.3267], [0.6573, -1.4137, 2.1529], [-0.7137, -2.0596, 4.0149], [-0.6706, 0.2949, -1.4592], [1.4768, 0.0208, -0.7564], [-1.2475, -1.3345, 4.3030], [-1.8880, 0.4859, 3.2082]], "lowdin_charge": [-0.06, -0.16, -0.41, -0.13, -0.09, -0.07, -0.48, 0.07, 0.08, 0.08, 0.12, 0.13, 0.15, 0.09, 0.16, 0.14, 0.09, 0.00, 0.03, 0.15, 0.10]}